Entry 1:
Entry from OMol25: a molecular structure, C43H57AsFIN7O7PSc in a non-equilibrium geometry (ωB97M-V/def2-TZVPD).

As for the total charge: +1. Its energy is -6318.274119 Eh. Its spin multiplicity is 1. As for the energy relative to the best compared isomer or geometry (same formula, charge and spin): 15.2 kcal per mole. The HOMO energy is -0.3346 Eh.

Last column: Löwdin charge in e.
Geometry (Å):
Sc1 0.6035 0.0307 -1.1293  0.85
C1 3.0207 1.3474 2.6318  -0.05
C2 2.3461 1.1958 1.4464  -0.19
N1 1.7117 0.1109 1.0021  0.07
C3 1.5288 -0.8649 1.9201  -0.12
C4 2.1197 -0.8111 3.1831  -0.14
C5 2.8678 0.3421 3.5419  0.01
C6 1.8335 -1.8014 4.1617  -0.03
C7 0.9938 -2.8352 3.9065  0.00
C8 0.4057 -2.9418 2.5717  -0.15
C9 -0.4252 -3.9908 2.2117  -0.01
C10 -0.9281 -4.0985 0.9218  0.00
C11 -0.6891 -3.0429 0.0391  -0.08
N2 0.0803 -2.0393 0.3880  0.10
C12 0.6675 -1.9943 1.5897  -0.15
H1 3.6272 2.2482 2.8048  0.13
H2 2.3114 2.0382 0.7522  0.05
H3 3.3613 0.3764 4.4931  0.12
H4 2.3119 -1.7602 5.1489  0.12
H5 1.0197 -3.6168 4.6131  0.10
H6 -0.6969 -4.6798 2.9901  0.12
H7 -1.5544 -4.9319 0.6924  0.10
H8 -1.1159 -2.9641 -0.9530  0.10
F1 -2.4657 3.7314 3.9164  0.07
C13 -2.9972 3.2552 2.7657  -0.20
C14 -2.3459 2.2931 2.0569  0.06
C15 -2.8089 1.8676 0.8277  -0.07
C16 -1.9881 0.9289 0.0166  -0.39
O1 -0.8768 0.5506 0.4187  -0.14
C17 -2.7734 0.4219 -1.0974  -0.01
C18 -4.0584 0.7625 -1.3449  0.04
N3 -4.7261 1.6746 -0.6241  0.00
C19 -6.0643 1.8558 -1.0140  -0.27
C20 -6.8390 0.5714 -1.2131  -0.05
C21 -7.0951 1.4768 -0.0116  -0.06
C22 -4.1227 2.2901 0.4281  -0.12
C23 -4.7023 3.3517 1.0838  0.08
C24 -4.1056 3.8849 2.2268  -0.16
N4 -4.6501 5.0803 2.8445  -0.11
C25 -5.1929 4.9475 4.1946  -0.14
C26 -6.1613 6.1018 4.4055  -0.07
N5 -5.4488 7.4581 4.2363  0.07
C27 -4.8187 7.5159 2.8697  -0.11
C28 -3.8812 6.3387 2.7311  -0.14
C29 -2.2439 -0.6733 -2.0179  -0.58
O2 -2.9933 -1.4764 -2.5044  0.09
O3 -0.9587 -0.7000 -2.1323  -0.12
H9 -1.4196 1.8910 2.4379  0.14
H10 -4.6105 0.2399 -2.1116  0.15
H11 -6.2362 2.6704 -1.6977  0.16
H12 -6.3576 -0.3426 -1.0831  0.09
H13 -7.5726 0.5874 -1.9770  0.10
H14 -6.7216 1.0912 0.8983  0.10
H15 -8.0559 1.9797 -0.0530  0.11
H16 -5.6049 3.8515 0.6818  0.14
H17 -4.3811 5.0037 4.9268  0.13
H18 -5.7144 3.9652 4.2647  0.16
H19 -6.5250 6.0542 5.4121  0.13
H20 -6.9706 6.1959 3.6958  0.14
H21 -4.6564 7.4949 4.8729  0.17
H22 -6.1169 8.1990 4.4019  0.18
H23 -4.2395 8.4044 2.8475  0.12
H24 -5.6174 7.5736 2.0974  0.16
H25 -2.9914 6.4680 3.4125  0.15
H26 -3.4205 6.4065 1.6938  0.17
I1 -0.0380 3.3479 -0.8946  0.08
N6 2.7847 0.9335 -4.7707  0.11
C30 1.7284 1.8152 -4.9634  -0.06
C31 0.9050 1.6276 -3.9307  -0.16
N7 1.4441 0.6571 -3.1096  -0.03
C32 2.5459 0.2555 -3.6700  -0.26
H27 3.6127 0.8736 -5.2742  0.14
H28 1.7854 2.4555 -5.8337  0.12
H29 -0.0495 2.0142 -3.6839  0.05
H30 3.1548 -0.5670 -3.3517  0.08
C33 5.6874 0.1530 -2.4235  -0.33
As1 4.4374 0.8450 -1.0749  1.11
C34 5.5582 2.4662 -0.8002  -0.34
C35 5.2945 -0.0533 0.4564  -0.29
H31 6.7218 0.3368 -2.0991  0.02
H32 5.5063 0.6753 -3.3890  0.02
H33 5.5306 -0.9187 -2.5863  0.01
H34 6.6446 2.1707 -0.7472  0.04
H35 5.2639 2.9297 0.1527  0.00
H36 5.3896 3.2491 -1.5955  0.04
H37 6.3024 -0.3161 0.2291  0.02
H38 4.7800 -0.8761 0.8533  -0.02
H39 5.3244 0.7649 1.2003  0.01
C36 1.9283 -4.9517 -4.2999  -0.03
C37 1.0004 -4.0048 -3.5250  -0.58
C38 0.9443 -2.6415 -4.2368  -0.03
C39 -0.4053 -4.6111 -3.3937  -0.03
O4 1.4611 -3.8153 -2.1514  -0.17
P1 2.6007 -2.7931 -1.6786  0.35
O5 3.7821 -2.7915 -2.5559  -0.25
O6 1.9777 -1.3869 -1.4129  -0.40
O7 2.8567 -3.4037 -0.1895  -0.16
C40 3.7538 -4.5052 0.1250  -0.62
C41 3.3871 -4.8528 1.5908  -0.03
C42 3.5828 -5.7373 -0.7088  -0.05
C43 5.2104 -4.0272 0.1862  -0.02
H40 1.4823 -5.2615 -5.2259  0.07
H41 1.9845 -5.9379 -3.7699  0.10
H42 2.8867 -4.5236 -4.4886  0.07
H43 0.3446 -2.7420 -5.1650  0.11
H44 1.9320 -2.2049 -4.3808  0.07
H45 0.2963 -1.9941 -3.6476  0.06
H46 -0.7659 -4.8450 -4.4451  0.11
H47 -1.1596 -3.9451 -2.9972  0.06
H48 -0.4941 -5.5403 -2.7645  0.10
H49 2.3798 -5.2149 1.7041  0.07
H50 3.5374 -3.9424 2.1787  0.08
H51 4.0850 -5.6113 1.9438  0.09
H52 2.5586 -6.1879 -0.6967  0.10
H53 4.2181 -6.5595 -0.3279  0.09
H54 3.9181 -5.5938 -1.7727  0.10
H55 5.2466 -3.2092 0.8940  0.07
H56 5.5861 -3.6984 -0.8061  0.10
H57 5.6979 -4.8660 0.6129  0.07


Entry 2:
Entry from OMol25: a molecular structure, C33H47BN4O2P2Sn in a non-equilibrium geometry (ωB97M-V/def2-TZVPD).

As for the total charge: +2. Its energy is -2576.267658 Eh. Its spin multiplicity is 1. As for the energy relative to the best compared isomer or geometry (same formula, charge and spin): 30.1 kcal per mole. The HOMO energy (spin up / spin down) is -0.4711 / -0.4711 Eh.

Last column: Löwdin charge in e.
Geometry (Å):
Sn1 -0.3786 2.3024 -1.9591  1.44
C1 -1.3607 2.3668 -3.9629  -0.31
C2 -1.4075 0.9512 -4.0610  -0.10
C3 -0.3461 0.0405 -4.5113  -0.17
C4 1.0715 0.6537 -4.5079  -0.16
C5 1.3381 1.5129 -3.3130  -0.25
C6 1.3786 2.9419 -3.2707  -0.21
C7 0.6784 3.8993 -4.1922  -0.19
C8 -0.5284 3.2387 -4.8893  -0.15
C9 0.1569 2.4765 0.1760  -0.19
H1 -2.2447 2.8728 -3.5280  0.10
H2 -2.4044 0.5079 -4.0488  0.12
H3 -0.5812 -0.2800 -5.5428  0.15
H4 -0.3373 -0.8978 -3.9253  0.12
H5 1.8083 -0.1726 -4.4947  0.14
H6 1.2655 1.1620 -5.4628  0.13
H7 1.9599 0.9827 -2.5764  0.06
H8 2.2046 3.3819 -2.6959  0.13
H9 1.3769 4.3343 -4.9408  0.16
H10 0.2959 4.7588 -3.6155  0.12
H11 -1.1968 4.0303 -5.2567  0.14
H12 -0.1777 2.6880 -5.7687  0.13
H13 -0.4342 3.3499 0.4730  0.03
H14 1.2037 2.7881 0.2632  0.01
H15 -0.0342 1.6714 1.0381  0.00
P1 1.9472 -0.7805 0.1635  1.13
P2 -1.3639 -1.8548 0.6414  1.15
N1 3.3733 -0.0114 -0.9089  -0.20
N2 3.0058 -2.0356 0.6085  -0.32
N3 -2.1517 -0.3699 -0.1614  -0.16
N4 -2.8117 -2.7612 0.4460  -0.29
C10 0.9141 -1.5592 -1.1554  -0.40
C11 -0.3096 -2.4432 -0.7613  -0.37
C12 3.5496 1.3694 -1.0184  -0.22
C13 4.6336 1.6565 -1.8432  -0.09
C14 5.1605 0.4008 -2.2747  -0.07
C15 4.3740 -0.5950 -1.6926  -0.12
C16 4.1085 -1.7764 1.4498  -0.14
C17 4.9124 -2.8963 1.4731  -0.06
C18 4.3207 -3.8815 0.6072  -0.06
C19 3.1656 -3.3233 0.0737  -0.14
C20 -2.5141 0.7905 0.5146  -0.15
C21 -3.1135 1.6887 -0.3574  -0.09
C22 -3.1923 1.0309 -1.6261  -0.11
C23 -2.5232 -0.1916 -1.4829  -0.19
C24 -3.7153 -2.8092 -0.6286  -0.13
C25 -4.9051 -3.3709 -0.1837  -0.05
C26 -4.7334 -3.6929 1.2050  -0.07
C27 -3.4686 -3.2844 1.5839  -0.13
H16 1.5734 -2.1679 -1.7935  0.08
H17 0.5671 -0.7316 -1.7985  0.03
H18 -0.9176 -2.6478 -1.6640  0.08
H19 0.0626 -3.4174 -0.3850  0.09
H20 2.8862 2.0437 -0.4982  0.07
H21 5.0013 2.6440 -2.0906  0.10
H22 6.0076 0.2483 -2.9306  0.10
H23 4.4915 -1.6634 -1.7516  0.10
H24 4.1867 -0.8093 1.9297  0.11
H25 5.8279 -2.9943 2.0348  0.11
H26 4.6976 -4.8657 0.3871  0.10
H27 2.4329 -3.7106 -0.6235  0.09
H28 -2.2974 0.8795 1.5592  0.07
H29 -3.4162 2.6946 -0.1245  0.11
H30 -3.7156 1.3739 -2.5044  0.11
H31 -2.3074 -0.9390 -2.2212  0.09
H32 -3.4560 -2.4428 -1.6110  0.09
H33 -5.7915 -3.5140 -0.7837  0.11
H34 -5.4674 -4.1656 1.8457  0.11
H35 -2.9346 -3.3305 2.5270  0.09
C28 -1.1431 -1.5603 4.6536  0.01
C29 -1.2242 -0.1432 4.1399  -0.44
C30 -2.6984 0.2234 4.0372  -0.01
O1 -0.6474 -0.1020 2.8010  -0.01
B1 -0.1436 1.1708 2.6012  -0.32
O2 -0.0438 1.8761 3.7708  0.16
C31 -0.3846 0.9785 4.8625  -0.45
C32 -1.1268 1.7508 5.9195  0.00
C33 0.9052 0.4681 5.5010  0.00
H36 -1.7364 -2.2278 4.0149  0.07
H37 -1.5798 -1.6140 5.6608  0.12
H38 -0.1190 -1.9521 4.7193  0.10
H39 -3.1941 -0.3979 3.2821  0.10
H40 -3.1839 0.0353 5.0025  0.12
H41 -2.8500 1.2791 3.7719  0.10
H42 -1.3218 1.1126 6.7897  0.11
H43 -0.5156 2.5900 6.2580  0.11
H44 -2.0896 2.1251 5.5640  0.09
H45 1.4684 -0.2138 4.8500  0.10
H46 1.5509 1.3200 5.7617  0.11
H47 0.6772 -0.0641 6.4367  0.11


Entry 3:
Entry from OMol25: a molecular structure, C49H40MnN2O4P2S3Sb (ωB97M-V/def2-TZVPD).

As for the total charge: -1. The expectation value of S² is 8.881. Its energy is -5570.466491 Eh. Its spin multiplicity is 6. The HOMO energy (spin up / spin down) is -0.1717 / -0.1882 Eh.

Last column: Löwdin spin population.
Geometry (Å):
Mn1 1.4888 -0.5583 -0.1108  4.06
S1 -1.7675 1.5750 -0.2732  0.00
P1 -1.8645 -0.3691 -0.6850  0.03
C1 -0.4127 -1.2744 -0.3338  0.15
P2 -0.0484 -2.9773 -0.4415  0.03
S2 1.8624 -3.2337 0.0914  0.06
C2 -1.0321 -4.0065 0.7032  0.01
C3 -1.1465 -5.3809 0.5282  0.00
C4 -1.7707 -6.1589 1.4873  0.00
C5 -2.2711 -5.5751 2.6423  0.00
C6 -2.1381 -4.2096 2.8341  0.00
C7 -1.5210 -3.4348 1.8693  0.01
C8 -0.3525 -3.7183 -2.0849  0.01
C9 -1.5793 -4.2560 -2.4572  0.00
C10 -1.7908 -4.7161 -3.7452  0.00
C11 -0.7691 -4.6427 -4.6787  0.00
C12 0.4629 -4.1261 -4.3140  0.00
C13 0.6751 -3.6730 -3.0244  0.00
C14 -2.6030 -0.6121 -2.3420  0.01
C15 -1.8997 -1.1108 -3.4263  0.01
C16 -2.5066 -1.2156 -4.6678  0.00
C17 -3.8192 -0.8190 -4.8369  0.00
C18 -4.5309 -0.3127 -3.7548  0.00
C19 -3.9245 -0.2103 -2.5225  0.00
C20 -3.2124 -1.0574 0.3606  0.00
C21 -3.5220 -0.4591 1.5759  0.00
C22 -4.4804 -1.0090 2.4105  0.00
C23 -5.1631 -2.1510 2.0265  0.00
C24 -4.8924 -2.7315 0.7951  0.00
C25 -3.9258 -2.1823 -0.0268  0.00
H1 -0.7407 -5.8501 -0.3562  0.00
H2 -1.8574 -7.2262 1.3367  0.00
H3 -2.7565 -6.1857 3.3906  0.00
H4 -2.5256 -3.7450 3.7288  0.00
H5 -1.4208 -2.3628 2.0074  0.00
H6 -2.3713 -4.3460 -1.7329  0.00
H7 -2.7512 -5.1264 -4.0185  0.00
H8 -0.9297 -4.9943 -5.6878  0.00
H9 1.2634 -4.0716 -5.0346  0.00
H10 1.6334 -3.2603 -2.7330  0.00
H11 -0.8696 -1.4259 -3.3023  0.01
H12 -1.9469 -1.6126 -5.4989  0.00
H13 -4.2901 -0.9008 -5.8055  0.00
H14 -5.5526 0.0048 -3.8767  0.00
H15 -4.4829 0.1983 -1.6891  0.00
H16 -3.0121 0.4558 1.8485  0.00
H17 -4.7063 -0.5348 3.3568  0.00
H18 -5.9162 -2.5790 2.6743  0.00
H19 -5.4321 -3.6114 0.4790  0.00
H20 -3.7456 -2.6176 -0.9925  0.00
C26 -0.3345 -0.2113 3.4138  0.00
C27 1.1261 -0.3360 3.2006  0.01
N1 1.7358 -0.3448 2.0302  0.02
C28 3.0747 -0.4400 2.2806  0.00
C29 3.2847 -0.4806 3.6271  0.00
N2 2.0332 -0.4171 4.1988  0.00
C30 4.4867 -0.5617 4.4874  0.00
O1 5.6512 -0.5905 3.8681  0.00
O2 4.3539 -0.5884 5.6916  0.00
C31 4.0309 -0.4332 1.1489  0.01
O3 5.2440 -0.5467 1.3929  0.01
O4 3.4993 -0.2912 0.0153  0.04
H21 -0.7985 0.0823 2.4691  0.00
H22 -0.5512 0.5426 4.1684  0.00
H23 -0.7614 -1.1584 3.7443  0.00
H24 1.8773 -0.4221 5.1963  0.00
H25 5.5432 -0.5441 2.8517  0.00
S3 1.1156 -0.3983 -2.2699  0.45
Sb1 1.3761 2.4376 -0.0911  0.03
C32 1.2962 3.4948 -1.9438  0.01
C33 0.2705 3.2101 -2.8399  0.00
C34 0.1744 3.8945 -4.0382  0.00
C35 1.1084 4.8660 -4.3642  0.00
C36 2.1393 5.1484 -3.4849  0.00
C37 2.2303 4.4651 -2.2821  0.00
C38 0.4587 3.9517 1.1248  0.01
C39 0.4940 5.2983 0.7981  0.00
C40 -0.0646 6.2464 1.6373  0.00
C41 -0.6687 5.8591 2.8218  0.00
C42 -0.7162 4.5187 3.1564  0.00
C43 -0.1602 3.5773 2.3078  0.00
C44 3.3795 3.0389 0.4594  0.00
C45 3.6393 3.5874 1.7114  0.00
C46 4.9393 3.8116 2.1405  0.00
C47 6.0054 3.4930 1.3164  0.00
C48 5.7626 2.9430 0.0665  0.00
C49 4.4648 2.7136 -0.3509  0.00
H26 -0.4524 2.4434 -2.6044  0.00
H27 -0.6279 3.6603 -4.7217  0.00
H28 1.0375 5.3956 -5.3032  0.00
H29 2.8774 5.9003 -3.7359  0.00
H30 3.0462 4.6936 -1.6033  0.00
H31 0.9591 5.6178 -0.1200  0.00
H32 -0.0297 7.2911 1.3650  0.00
H33 -1.1045 6.5998 3.4741  0.00
H34 -1.1951 4.2047 4.0734  0.00
H35 -0.2264 2.5302 2.5682  0.00
H36 2.8197 3.8504 2.3709  0.00
H37 5.1173 4.2315 3.1228  0.00
H38 7.0175 3.6566 1.6501  0.00
H39 6.5873 2.6678 -0.5743  0.00
H40 4.3001 2.2397 -1.3152  0.00


- Which value of total charge does entry 3 give?
  -1